No. 1
{"formula": "C4H7N2S2", "method": "ωB97M-V/def2-TZVPD", "elements": ["C", "C", "C", "C", "N", "N", "S", "S", "H", "H", "H", "H", "H", "H", "H"], "xyz": [[0.0908, 3.0026, 0.1989], [0.8910, 2.3785, 1.1185], [-0.2246, -1.9348, -0.1760], [-0.8142, 2.2952, -0.4504], [-0.5298, -2.8948, 0.6951], [0.1780, -2.3284, -1.2973], [0.6810, 0.7085, 1.2171], [-0.8991, 0.5473, -0.0892], [0.2999, 4.0552, 0.0117], [1.6684, 2.9638, 1.4621], [-1.2569, 2.7144, -1.3664], [-0.8028, -2.6963, 1.6772], [-0.1488, -3.8522, 0.5630], [0.2706, -1.6877, -2.0710], [0.5964, -3.2713, -1.4933]], "mulliken_charge": [-0.258, -0.109, -0.040, -0.162, -0.400, -0.293, 0.117, 0.225, 0.331, 0.406, 0.343, 0.236, 0.176, 0.214, 0.214], "lumo_energy_ev": -5.24, "relative_energy_kcal_mol": 54.9, "e_tot_ha": -1062.18094, "multiplicity": 1, "total_charge": 1, "fmax_ev_per_a": 5.3, "homo_ev": -12.18}


No. 2
{"formula": "C6H10O", "method": "ωB97M-V/def2-TZVPD", "elements": ["C", "C", "C", "C", "C", "C", "O", "H", "H", "H", "H", "H", "H", "H", "H", "H", "H"], "xyz": [[-0.1326, -0.0369, 2.0829], [-0.7894, -1.0979, 1.3727], [0.5598, 0.8712, 1.1083], [0.2459, 1.0690, -0.3150], [0.6955, 0.0632, -1.4164], [-0.7889, 0.0696, -1.7968], [-1.1329, 0.8880, -0.6682], [-0.7095, 0.4344, 2.8868], [0.7784, -0.4793, 2.5289], [-0.2445, -1.7223, 0.6760], [-1.8665, -1.2339, 1.4136], [1.5870, 1.1454, 1.3591], [0.5784, 2.0911, -0.5738], [1.3971, 0.4381, -2.1663], [1.0610, -0.8841, -1.0139], [-1.0147, 0.5739, -2.7448], [-1.3054, -0.8957, -1.7715]], "mulliken_charge": [0.046, -0.949, -0.968, 0.351, -0.640, -0.289, -0.449, 0.309, 0.181, 0.380, 0.249, 0.345, 0.405, 0.308, 0.197, 0.272, 0.251], "lumo_energy_ev": [0.41, 0.73], "relative_energy_kcal_mol": 104.9, "e_tot_ha": -309.67524, "multiplicity": 1, "total_charge": 0, "fmax_ev_per_a": 1.8, "homo_ev": [-7.68, -7.69]}


No. 3
{"formula": "C5H7N", "method": "ωB97M-V/def2-TZVPD", "elements": ["C", "C", "C", "C", "C", "N", "H", "H", "H", "H", "H", "H", "H"], "xyz": [[-1.5052, -0.8682, 0.2541], [-0.6202, -0.2284, -0.7293], [1.1192, 0.7275, 0.2299], [0.8046, -0.5776, -0.5230], [0.2295, 1.7952, -0.2129], [-0.2774, 2.8264, -0.3319], [-1.0578, -1.2071, 1.2010], [-2.4321, -0.3237, 0.4278], [-1.7861, -1.7831, -0.3060], [0.9840, 0.6375, 1.3051], [2.1295, 1.0648, 0.0431], [1.0421, -1.4486, 0.1010], [1.3699, -0.6147, -1.4586]], "mulliken_charge": [-0.972, -0.109, -0.357, -0.490, 0.266, -0.456, 0.325, 0.307, 0.324, 0.247, 0.327, 0.265, 0.322], "lumo_energy_ev": -0.17, "relative_energy_kcal_mol": 98.4, "e_tot_ha": -249.31639, "multiplicity": 1, "total_charge": 0, "fmax_ev_per_a": 1.8, "homo_ev": -8.46}


No. 4
{"formula": "C3H9N3O2", "method": "ωB97M-V/def2-TZVPD", "elements": ["C", "C", "C", "N", "N", "N", "O", "O", "H", "H", "H", "H", "H", "H", "H", "H", "H"], "xyz": [[-0.0149, -1.7808, -0.3220], [-0.4222, -0.3172, -0.4255], [0.4255, 0.5593, 0.5086], [0.3560, 2.0277, 0.0145], [1.7917, 0.0725, 0.5068], [-1.8475, -0.0895, 0.0180], [-2.2429, 0.9882, -0.3156], [-2.4417, -0.9329, 0.7209], [0.9517, -1.8830, 0.0192], [-0.0933, -2.2580, -1.2056], [-0.7178, -2.3541, 0.4151], [-0.4014, 0.0713, -1.3331], [-0.1505, 0.5475, 1.4465], [1.0996, 2.1522, -0.6213], [-0.6194, 2.3135, -0.3457], [2.1948, 0.5317, 1.2683], [2.1326, 0.3515, -0.3489]], "mulliken_spin": [0.017, 0.048, 0.019, 0.059, 0.007, 0.473, 0.911, 0.478, 0.003, -0.002, 0.006, -0.008, -0.005, -0.001, -0.008, 0.001, 0.001], "s2": 2.01, "lumo_energy_ev": [0.81, -3.51], "relative_energy_kcal_mol": 40.7, "e_tot_ha": -434.17231, "multiplicity": 3, "total_charge": 0, "fmax_ev_per_a": 8.6, "homo_ev": [-7.26, -9.67]}


No. 5
{"formula": "C7H8MgN2O4S", "method": "ωB97M-V/def2-TZVPD", "elements": ["Mg", "C", "O", "C", "O", "C", "O", "C", "O", "C", "H", "H", "C", "H", "H", "N", "C", "N", "S", "H", "H", "H", "H"], "xyz": [[0.4121, -0.1663, -1.7530], [-0.2624, 0.1388, 0.8435], [0.2255, -0.1838, 1.8407], [2.2390, -1.1437, -0.3421], [2.6964, -1.4200, 0.6711], [1.2072, 1.7059, -0.5264], [1.5336, 2.3827, 0.3404], [-0.7097, -1.9357, -0.6227], [-1.1440, -2.5816, 0.2169], [0.2647, -0.0552, -3.9858], [-0.6370, -0.6250, -4.2819], [0.2085, 1.0252, -4.2167], [1.4458, -0.6773, -3.7171], [2.4091, -0.1363, -3.7444], [1.5523, -1.7744, -3.8022], [-2.3437, 2.8095, 0.3523], [-2.7073, 1.6691, -0.2614], [-3.6510, 0.9786, 0.3994], [-1.9871, 1.0682, -1.6844], [-2.9649, 3.1504, 1.0726], [-1.7216, 3.4358, -0.1442], [-3.9318, 0.0647, 0.0575], [-4.0843, 1.4140, 1.2146]], "mulliken_charge": [1.029, 0.050, -0.150, 0.172, -0.069, 0.166, -0.131, 0.176, -0.123, -0.557, 0.385, 0.386, -0.474, 0.369, 0.364, -0.376, 0.643, -0.381, -0.403, 0.214, 0.257, 0.243, 0.208], "lumo_energy_ev": -8.29, "relative_energy_kcal_mol": 4.3, "e_tot_ha": -1279.69783, "multiplicity": 1, "total_charge": 2, "fmax_ev_per_a": 5.2, "homo_ev": -16.28}